# 1
{
  "formula": "C4H12O3",
  "method": "ωB97M-V/def2-TZVPD",
  "species": ["O", "C", "C", "C", "C", "O", "H", "H", "H", "H", "H", "H", "H", "H", "H", "H", "O", "H", "H"],
  "coordinates": [[0.5925, -0.1928, -2.6093], [0.1696, 0.1118, -1.2944], [-0.5877, -1.0628, -0.6665], [-1.1478, -0.7245, 0.7060], [-0.1294, -0.4401, 1.7930], [0.7297, -1.5318, 2.0118], [1.4506, -0.6201, -2.6218], [1.0315, 0.3185, -0.6470], [-0.4353, 1.0018, -1.3841], [0.0918, -1.9211, -0.6726], [-1.3660, -1.3425, -1.3614], [-1.8362, -1.4993, 1.0588], [-1.8302, 0.1184, 0.5497], [-0.5800, -0.2345, 2.7617], [0.3489, 0.5274, 1.5839], [1.3748, -1.6263, 1.3059], [0.1297, 3.1698, -0.0495], [-0.1160, 3.8209, 0.6179], [0.3647, 2.4142, 0.4863]],
  "mulliken_charge": [-0.547, -0.348, -0.551, -0.426, -0.367, -0.528, 0.314, 0.239, 0.290, 0.292, 0.290, 0.287, 0.337, 0.362, 0.050, 0.320, -0.635, 0.303, 0.316],
  "homo_lumo_gap_ev": 10.74,
  "homo_energy_ha": -0.3740,
  "multiplicity": 1,
  "relative_energy_kcal_mol": 17.7,
  "smiles": "OCCCCO.O"
}

***

# 2
{
  "formula": "C31H30AsLaN4O4S",
  "method": "ωB97M-V/def2-TZVPD",
  "species": ["La", "O", "C", "C", "C", "C", "C", "C", "C", "N", "N", "C", "O", "C", "C", "C", "C", "C", "C", "H", "H", "H", "H", "H", "H", "H", "H", "H", "H", "O", "C", "C", "C", "C", "C", "C", "C", "N", "N", "C", "O", "C", "C", "C", "C", "C", "C", "H", "H", "H", "H", "H", "H", "H", "H", "H", "H", "C", "As", "C", "C", "S", "H", "H", "H", "H", "H", "H", "H", "H", "H", "H"],
  "coordinates": [[0.1723, -0.1313, -1.0874], [2.5289, 0.3743, -0.4047], [2.9640, 0.7056, 0.7468], [4.1160, 0.1295, 1.3193], [4.6164, 0.4942, 2.5780], [3.9699, 1.4690, 3.3259], [2.8268, 2.0679, 2.8080], [2.3387, 1.6839, 1.5439], [1.1275, 2.3728, 1.0487], [0.5112, 2.0585, -0.0455], [-0.5646, 2.9431, -0.2296], [-0.8897, 2.7892, -1.4689], [-0.3687, 2.0102, -2.2775], [-1.9764, 3.6308, -2.0798], [-2.3586, 4.8055, -1.4120], [-3.3536, 5.6396, -1.9320], [-3.9881, 5.3058, -3.1277], [-3.6286, 4.1396, -3.8021], [-2.6308, 3.3089, -3.2814], [4.6375, -0.6330, 0.7425], [5.5102, 0.0097, 2.9529], [4.3497, 1.7607, 4.2971], [2.3088, 2.8319, 3.3760], [0.7564, 3.2053, 1.6708], [-1.8549, 5.0688, -0.4855], [-3.6200, 6.5465, -1.4001], [-4.7571, 5.9532, -3.5348], [-4.1117, 3.8674, -4.7342], [-2.3464, 2.4005, -3.8069], [0.0597, -0.7786, -3.3445], [0.7402, -1.6904, -3.9235], [0.9379, -1.6585, -5.3235], [1.6398, -2.6384, -6.0400], [2.1834, -3.7232, -5.3722], [2.0248, -3.8093, -3.9939], [1.3305, -2.8067, -3.2791], [1.2772, -3.0533, -1.8136], [1.4889, -2.1627, -0.9007], [1.5298, -2.7469, 0.3744], [0.8817, -2.0309, 1.2490], [0.2045, -0.9930, 1.1298], [0.9301, -2.4762, 2.7042], [1.8071, -3.5196, 3.0495], [1.9233, -3.9656, 4.3708], [1.1602, -3.3747, 5.3757], [0.2806, -2.3416, 5.0589], [0.1667, -1.8986, 3.7361], [0.5123, -0.8176, -5.8714], [1.7489, -2.5350, -7.1131], [2.7313, -4.4865, -5.9103], [2.4627, -4.6429, -3.4539], [1.1229, -4.1073, -1.5226], [2.4145, -3.9770, 2.2725], [2.6155, -4.7678, 4.6028], [1.2530, -3.7146, 6.4014], [-0.3178, -1.8681, 5.8297], [-0.5181, -1.0882, 3.4972], [-2.4518, -1.6410, 1.0855], [-2.7823, 0.2891, 0.9032], [-4.6404, 0.7543, 1.3495], [-1.4960, 1.4084, 1.8830], [-2.5554, 0.7384, -1.0874], [-2.5759, -1.9365, 2.1474], [-1.4184, -1.8722, 0.7553], [-3.1757, -2.2007, 0.4584], [-4.8279, 0.5330, 2.4201], [-5.3321, 0.1566, 0.7212], [-4.8066, 1.8346, 1.1601], [-1.5895, 1.2099, 2.9704], [-1.7091, 2.4783, 1.6822], [-0.4660, 1.1662, 1.5499], [-1.0526, -2.0519, -1.0874]],
  "mulliken_charge": [0.631, -0.866, 0.314, -0.507, -0.626, -0.576, -0.664, 0.970, -0.386, 0.557, -0.827, 0.294, -0.773, 0.422, -0.490, -0.601, -0.268, -0.751, -0.128, 0.379, 0.355, 0.355, 0.322, 0.188, 0.373, 0.358, 0.347, 0.364, 0.480, -0.635, 0.385, -0.679, -0.503, -0.543, -0.541, 0.571, -0.347, 0.139, -0.764, 0.516, -0.223, 0.097, -0.496, -0.687, -0.291, -0.975, 0.188, 0.342, 0.355, 0.323, 0.353, 0.309, 0.406, 0.361, 0.349, 0.372, 0.387, -0.508, 0.843, -1.112, -0.671, -0.428, 0.331, -0.326, 0.310, 0.363, 0.315, 0.307, 0.514, 0.484, -0.279, -0.158],
  "homo_lumo_gap_ev": 5.02,
  "charge": -2,
  "homo_energy_ha": -0.0223,
  "multiplicity": 1
}

***

# 3
{
  "formula": "C42H41NO2P2PdS2",
  "method": "ωB97M-V/def2-TZVPD",
  "species": ["Pd", "C", "C", "C", "C", "C", "C", "C", "C", "C", "H", "H", "H", "H", "H", "H", "H", "H", "H", "H", "H", "H", "H", "H", "H", "P", "P", "C", "C", "C", "C", "C", "C", "C", "C", "C", "C", "C", "C", "C", "C", "C", "C", "C", "C", "C", "C", "C", "C", "C", "C", "C", "C", "H", "H", "H", "H", "H", "H", "H", "H", "H", "H", "H", "H", "H", "H", "H", "H", "H", "H", "H", "H", "H", "H", "O", "S", "O", "N", "C", "S", "C", "C", "C", "C", "C", "C", "H", "H", "H", "H"],
  "coordinates": [[0.8938, -1.3585, 0.3302], [-2.2652, 0.5354, 4.1727], [-2.6829, 0.2189, 2.8844], [-3.1015, 1.2941, 1.9307], [-1.9280, 2.1268, 1.3208], [-0.9644, 2.7864, 2.2595], [-1.1858, 3.1272, 3.5195], [-2.5376, 3.1615, 4.1643], [-2.6565, 1.7816, 4.7286], [2.4108, -1.1199, 1.6738], [-1.9580, -0.2441, 4.8724], [-2.7597, -0.8267, 2.5226], [-3.8363, 2.0034, 2.3666], [-3.6877, 0.8044, 1.0953], [-1.4167, 1.4901, 0.5794], [-2.4175, 2.9054, 0.7162], [0.0235, 2.9464, 1.8257], [-0.4093, 3.2390, 4.2828], [-3.3550, 3.5217, 3.5073], [-2.5234, 3.8528, 5.0311], [-0.2550, 1.7550, 6.0984], [-3.1593, 1.8539, 5.6944], [2.5172, -1.7241, 2.6574], [2.2443, -0.0643, 1.9316], [3.3833, -1.1175, 1.0331], [-0.0243, -1.8136, -3.5868], [1.6859, 0.4892, -4.0550], [-0.8593, -0.3190, -4.2449], [-0.0352, 0.7232, -4.5333], [-0.5803, -2.9772, -4.9358], [-1.6363, -2.6963, -5.8200], [-1.9981, -3.6140, -6.8132], [-1.3031, -4.8154, -6.9602], [-0.2240, -5.0737, -6.1086], [0.1448, -4.1696, -5.1160], [-1.0554, -2.1433, -2.1333], [-0.6892, -1.4539, -0.9106], [-1.3957, -1.6914, 0.2897], [-2.4790, -2.6400, 0.2355], [-2.8182, -3.3071, -0.9503], [-2.0843, -3.0804, -2.1239], [2.4260, 0.9820, -5.7033], [2.2175, 0.1542, -6.8213], [2.7160, 0.5170, -8.0737], [3.4408, 1.6981, -8.2567], [3.6361, 2.5258, -7.1477], [3.1432, 2.1716, -5.8850], [1.9464, 2.0189, -3.0843], [3.1808, 2.1557, -2.4204], [3.4420, 3.2954, -1.6627], [2.4681, 4.2986, -1.5524], [1.2496, 4.1792, -2.2288], [0.9866, 3.0347, -2.9866], [-1.9516, -0.3125, -4.3869], [-0.3364, 1.6499, -5.0371], [-2.1860, -1.7533, -5.7513], [-2.8325, -3.3782, -7.4763], [-1.5922, -5.5247, -7.7350], [0.3315, -5.9970, -6.2287], [0.9949, -4.3714, -4.4663], [0.0895, -0.6375, -0.9763], [-1.3507, -0.9857, 1.1704], [-3.0494, -2.8129, 1.1424], [-3.6436, -4.0336, -0.9732], [-2.3229, -3.6375, -3.0334], [1.6466, -0.7692, -6.7057], [2.5432, -0.1272, -8.9308], [3.8294, 1.9807, -9.2354], [4.1785, 3.4619, -7.2606], [3.3061, 2.8394, -5.0356], [3.9254, 1.3630, -2.5055], [4.4073, 3.4024, -1.1641], [2.6730, 5.1902, -0.9601], [0.5014, 4.9765, -2.1742], [0.0255, 2.9476, -3.4892], [-2.3521, 0.2722, 7.5602], [-1.0930, 0.8236, 7.9975], [-1.0816, 2.0765, 8.6907], [-0.0449, 0.9517, 6.6968], [0.5645, -0.2637, 6.3213], [0.8966, -0.8334, 4.7895], [0.7611, -0.9640, 7.5853], [1.6719, -1.9948, 7.8464], [1.7543, -2.5047, 9.1386], [0.8901, -2.0748, 10.1627], [-0.0636, -1.0678, 9.8930], [-0.0590, -0.4723, 8.6383], [2.3006, -2.3623, 7.0370], [2.5170, -3.2572, 9.3610], [1.0149, -2.4598, 11.1842], [-0.7383, -0.7373, 10.7012]],
  "mulliken_spin": [0.751, -0.137, 0.408, 0.053, 0.017, 0.039, 0.020, -0.024, 0.626, 0.277, -0.021, 0.005, 0.011, 0.000, 0.002, 0.006, -0.009, -0.022, 0.043, 0.013, -0.012, -0.035, -0.010, 0.004, 0.021, -0.006, -0.001, -0.003, -0.003, 0.005, 0.000, 0.000, 0.000, 0.000, 0.000, -0.040, -0.408, 0.095, 0.039, -0.005, 0.003, 0.002, 0.000, 0.000, 0.000, 0.000, 0.000, 0.006, 0.000, 0.000, 0.001, -0.001, 0.001, 0.001, 0.001, 0.000, 0.000, 0.000, 0.000, 0.000, 0.223, 0.041, 0.002, 0.000, -0.002, 0.000, 0.000, 0.000, 0.000, 0.000, 0.001, 0.000, 0.000, 0.000, 0.000, 0.002, -0.002, 0.000, 0.013, 0.003, 0.002, 0.000, 0.000, 0.000, 0.000, 0.000, 0.000, 0.000, 0.000, 0.000, 0.000],
  "homo_lumo_gap_ev": [5.99, 6.37],
  "homo_energy_ha": [-0.2573, -0.2734],
  "multiplicity": 3,
  "relative_energy_kcal_mol": 22.4
}

***

# 4
{
  "formula": "C4H6N2O2",
  "method": "ωB97M-V/def2-TZVPD",
  "species": ["H", "N", "C", "C", "C", "O", "N", "O", "C", "H", "H", "H", "H", "H"],
  "coordinates": [[1.5229, 2.2802, -0.0836], [0.6208, 2.1191, -0.5830], [0.6573, 0.7858, -0.4398], [1.7107, -0.1147, 0.1396], [1.3226, -1.3558, -0.1107], [0.0920, -1.3343, -0.8367], [-0.3283, -0.1365, -0.9939], [-1.6868, -0.0559, -0.8846], [-1.9700, -0.0012, 0.5143], [2.5084, 0.1856, 0.7940], [1.7954, -2.3894, -0.1291], [-1.8078, 1.0564, 0.8218], [-1.4171, -0.8313, 1.0812], [-3.0202, -0.2082, 0.7104]],
  "mulliken_charge": [0.234, -0.717, 0.532, -0.351, -0.297, -0.328, 0.367, -0.334, -0.568, 0.356, 0.347, 0.237, 0.220, 0.302],
  "homo_lumo_gap_ev": 9.07,
  "homo_energy_ha": -0.3080,
  "multiplicity": 1,
  "relative_energy_kcal_mol": 140.9,
  "smiles": "[H]/N=c1\\ccon1OC"
}

***

Strongest force on any atom (computed, eV/A): 1.1, 4.2, 4.3, 6.7
DFT total energy (computed, Eh): -385.293594, -4384.875726, -3436.917089, -415.816111